# C4H5NO

A structure of composition C4H5NO in a non-equilibrium geometry (ωB97M-V/def2-TZVPD, the Open Molecules 2025 dataset).

Calculated values
Energy, a.u.: -285.2867
Orbital gap, eV: 10.0
F_max, eV Å⁻¹: 3.4
Relative energy (zero: lowest compared OMol25 entry of this formula, charge and spin), eV: 3.4788
E_HOMO, eV: -9.33

Structure (ORCA input):
```
! wB97M-V def2-TZVPD RIJCOSX def2/J DEFGRID3
* xyz 0 1
O 1.29 -2.11 -0.52
N -0.31 -1.36 0.91
C 0.56 -1.21 -0.13
C 0.55 0.17 -0.82
C -0.60 2.19 0.40
C 0.05 1.31 -0.13
H -0.25 -2.21 1.44
H 1.35 0.23 -1.56
H -0.44 0.77 -1.32
H -0.67 -0.54 1.37
H -1.51 2.75 0.36
*
```

natural (NBO) population analysis, charges in e, atoms 1 to 4: -0.591, -0.821, 0.673, -0.548